(1)
This record from OMol25 describes a single C5H7N3 molecule at a distorted geometry. The level of theory is ωB97M-V/def2-TZVPD.

The calculation puts the HOMO-LUMO gap at 9.28 eV. The SMILES is C1=C[C@H]2CNNC2=N1.

```
! RIJCOSX wB97M-V def2-TZVPD def2/J DEFGRID3
* xyz 0 1
N -1.10894 -1.25593 -0.28897
N 0.53248 1.05681 -1.52127
H 2.07005 1.46756 -0.21513
H -0.99743 -0.25315 -2.18663
C -0.76788 -0.11962 -0.32465
C -0.75830 -1.72827 1.06027
C 0.13850 0.45877 0.77778
C 1.18236 0.66301 -0.24545
H -0.30017 1.34133 1.08773
H 0.35643 -0.66576 2.48633
H 1.50058 -0.26443 -0.56140
N -0.91244 0.54782 -1.54096
H 0.35688 2.07367 -1.72682
H -1.25680 -2.61087 1.68371
C -0.03533 -0.71095 1.51547
*
```

(2)
This record from OMol25 describes a gas-phase ion, H2N2O4S (charge -2) at a distorted geometry. The level of theory is ωB97M-V/def2-TZVPD.

The calculation puts the HOMO-LUMO gap at 5.53 eV. The SMILES is O=S(=O)([O-])NN[O-].

```
! RIJCOSX wB97M-V def2-TZVPD def2/J DEFGRID3
* xyz -2 1
H 1.30108 0.47346 0.15710
O 0.16551 -1.62527 -2.30537
O -1.90163 -0.46084 -2.06192
S -0.45051 -0.46123 -1.68020
N 0.83371 -0.23594 0.74735
O 0.38832 0.62149 1.69267
H -1.13482 0.16278 0.17959
O 0.17674 0.81611 -2.09471
N -0.50091 -0.57814 -0.01790
*
```